[1]
Below is C46H52BN13OPb as an isolated structure, with properties calculated with ωB97M-V/def2-TZVPD.

Last column: Mulliken spin population.
Geometry (Å):
Pb1 -0.170 -0.152 0.043  0.011
C1 1.084 2.948 -1.525  0.000
C2 1.121 2.943 -0.033  0.004
C3 1.366 4.033 0.806  -0.001
C4 1.312 3.528 2.083  0.001
N1 1.057 2.207 2.011  0.003
N2 0.928 1.843 0.708  -0.007
B1 0.924 1.246 3.185  0.014
N3 1.278 -0.234 2.780  0.010
C5 1.838 -1.054 3.678  0.001
C6 1.785 -2.353 3.223  -0.001
C7 1.155 -2.295 1.993  0.001
C8 0.825 -3.438 1.109  -0.001
N4 0.868 -1.002 1.715  0.000
N5 -0.603 1.234 3.648  0.334
C9 -1.187 1.633 4.772  0.132
C10 -2.555 1.434 4.717  0.317
C11 -2.907 0.918 3.377  0.027
C12 -3.953 1.793 2.711  0.059
N6 -1.558 0.789 2.707  -0.010
N7 1.803 1.673 4.309  -0.004
C13 3.122 2.028 4.211  0.000
C14 3.664 1.984 5.460  0.000
C15 2.604 1.569 6.309  -0.001
C16 2.640 1.372 7.785  0.000
N8 1.500 1.370 5.613  0.001
H1 1.864 3.606 -1.906  0.000
H2 0.125 3.322 -1.891  0.001
H3 1.250 1.954 -1.937  0.000
H4 1.579 5.046 0.511  0.000
H5 1.460 4.009 3.036  -0.001
H6 2.232 -0.659 4.601  0.001
H7 2.166 -3.234 3.709  0.000
H8 1.468 -4.282 1.352  0.000
H9 0.991 -3.195 0.063  0.000
H10 -0.210 -3.751 1.254  0.000
H11 -0.575 2.019 5.574  0.028
H12 -3.260 1.685 5.495  -0.026
H13 -3.639 2.838 2.718  -0.001
H14 -4.877 1.717 3.285  -0.004
H15 -4.167 1.492 1.692  0.009
H16 3.568 2.281 3.263  0.000
H17 4.674 2.224 5.745  0.000
H18 2.910 2.300 8.289  0.000
H19 3.387 0.626 8.057  0.000
H20 1.669 1.045 8.152  0.000
C17 2.110 1.561 -5.066  0.000
C18 1.303 0.568 -5.856  0.000
C19 0.905 0.842 -7.161  0.000
C20 0.138 -0.059 -7.888  0.000
C21 -0.247 -1.269 -7.327  0.000
C22 0.143 -1.570 -6.031  0.000
C23 0.903 -0.654 -5.314  0.000
N9 1.288 -0.986 -3.962  0.000
C24 0.586 -0.649 -2.880  0.000
N10 -0.659 -0.147 -3.137  0.000
C25 -1.433 0.851 -2.497  0.000
C26 -1.469 1.074 -1.129  -0.007
C27 -2.160 2.130 -0.555  0.003
C28 -2.921 2.939 -1.376  0.000
C29 -2.955 2.689 -2.743  0.001
C30 -2.220 1.670 -3.329  0.000
C31 -2.250 1.457 -4.819  0.000
N11 1.059 -0.862 -1.644  0.000
C32 2.281 -1.641 -1.519  0.000
C33 2.270 -2.952 -2.008  0.000
C34 3.386 -3.761 -1.902  0.000
C35 4.528 -3.262 -1.292  0.000
C36 4.541 -1.961 -0.820  0.000
C37 3.431 -1.120 -0.928  0.000
C38 3.529 0.291 -0.425  0.000
H21 2.561 2.299 -5.725  0.000
H22 2.910 1.085 -4.498  0.000
H23 1.473 2.102 -4.359  0.000
H24 1.211 1.774 -7.619  0.000
H25 -0.149 0.180 -8.902  0.000
H26 -0.828 -1.978 -7.898  0.000
H27 -0.124 -2.517 -5.577  0.000
H28 2.170 -1.455 -3.808  0.000
H29 -0.857 -0.194 -4.131  0.000
H30 -2.096 2.316 0.510  -0.001
H31 -3.484 3.765 -0.962  0.000
H32 -3.555 3.325 -3.382  0.000
H33 -2.913 2.178 -5.291  0.000
H34 -2.622 0.461 -5.080  0.000
H35 -1.260 1.576 -5.269  0.000
H36 1.380 -3.337 -2.495  0.000
H37 3.365 -4.769 -2.294  0.000
H38 5.412 -3.879 -1.201  0.000
H39 5.443 -1.568 -0.369  0.000
H40 4.574 0.572 -0.303  0.000
H41 3.045 0.408 0.547  0.000
H42 3.072 1.001 -1.114  0.000
C39 -3.212 -1.427 4.535  0.006
C40 -3.042 -0.652 3.253  0.070
O1 -1.630 -0.670 2.781  0.033
N12 -3.924 -1.104 2.265  0.001
C41 -3.690 -0.824 0.860  0.011
C42 -3.148 -1.983 0.051  -0.001
C43 -4.035 -2.978 -0.339  0.001
C44 -3.604 -4.026 -1.132  0.000
C45 -2.282 -4.032 -1.550  0.000
C46 -1.458 -3.011 -1.128  0.000
N13 -1.857 -2.014 -0.324  -0.001
H43 -2.504 -1.095 5.291  -0.007
H44 -3.036 -2.487 4.350  0.001
H45 -4.225 -1.304 4.919  0.000
H46 -4.401 -1.967 2.472  0.002
H47 -3.011 0.018 0.781  -0.007
H48 -4.627 -0.513 0.391  0.000
H49 -5.072 -2.912 -0.032  0.000
H50 -4.288 -4.807 -1.436  0.000
H51 -1.894 -4.811 -2.191  0.000
H52 -0.426 -2.984 -1.444  0.000

Output
Kohn-Sham gap (alpha / beta) = 7.357 / 6.106 eV
total charge = +3
M = 1021.0 g/mol
HOMO energy (alpha / beta) = -15.76 / -15.76 eV
energy relative to the best compared isomer or geometry (same formula, charge and spin) = 0.2 kcal per mole
calculated total energy = -2788.01673 Ha
LUMO level (alpha / beta) = -8.4 / -9.7 eV
2S+1 = 2

=====

[2]
Below is C3H2CdO3 as an isolated structure, with properties calculated with ωB97M-V/def2-TZVPD.

Last column: Mulliken spin population.
Geometry (Å):
O1 2.101 -0.535 -0.170  -0.011
C1 0.872 -0.790 0.012  0.002
C2 0.014 0.279 0.381  -0.006
O2 0.464 1.553 0.135  -0.010
Cd1 2.366 1.422 -0.042  0.022
H1 0.443 -1.741 -0.329  0.003
C3 -1.232 0.518 -0.131  0.862
O3 -2.249 -0.267 -0.324  0.130
H2 -2.779 -0.438 0.469  0.008

Output
Kohn-Sham gap (alpha / beta) = 6.729 / 6.589 eV
total charge = +1
M = 198.5 g/mol
HOMO energy (alpha / beta) = -13.30 / -13.24 eV
energy relative to the best compared isomer or geometry (same formula, charge and spin) = 112.1 kcal per mole
calculated total energy = -508.47713 Ha
LUMO level (alpha / beta) = -6.6 / -6.6 eV
2S+1 = 2

=====

[3]
Below is C4H3N3O as an isolated structure, with properties calculated with ωB97M-V/def2-TZVPD.

Last column: Mulliken charge in e.
Geometry (Å):
C1 -0.035 -0.817 0.237  0.605
C2 0.556 -1.406 -0.889  -0.476
C3 0.131 0.547 -0.015  0.240
C4 -0.572 1.441 0.966  0.187
H1 -0.477 -2.540 1.051  0.409
H2 0.566 -2.521 -1.173  0.280
H3 1.657 -0.484 -2.411  0.207
N1 1.152 -0.339 -1.569  0.255
N2 0.924 0.926 -1.080  -0.715
N3 -1.133 2.097 1.818  -0.464
O1 -1.104 -1.480 0.820  -0.528

Output
Kohn-Sham gap = 9.424 eV
M = 109.1 g/mol
HOMO energy = -9.61 eV
energy relative to the best compared isomer or geometry (same formula, charge and spin) = 73.0 kcal per mole
calculated total energy = -393.60308 Ha
LUMO level = -0.2 eV
2S+1 = 1